Entry 1:
# C16H10Cl7IN5O6Ru

A structure of composition C16H10Cl7IN5O6Ru (ωB97M-V with the def2-TZVPD basis set, OMol25).

```
46
C16H10Cl7IN5O6Ru ωB97M-V with the def2-TZVPD basis set
I 7.2234 3.3036 -0.3567
Ru -0.8783 -0.4265 -0.2864
Cl -2.0224 -1.4813 -4.8248
Cl -2.8571 -3.0346 1.4848
Cl -4.4683 3.0010 1.6568
Cl -6.3099 0.8182 2.9895
Cl -5.4782 -2.1739 2.8852
Cl -1.7677 1.9726 0.2209
Cl 0.1225 0.4958 -5.1380
O -1.9762 0.0436 -1.9540
O -0.3010 0.5632 2.6165
O 0.3882 2.0576 -1.5058
O 0.8681 0.4128 -0.0407
O 0.0524 -0.6004 -2.3454
O 0.9747 -0.9702 3.4330
N 1.2363 -3.1516 2.1581
N 0.1693 -3.0746 0.1261
N 0.2333 -0.5076 2.5853
N -0.0388 -1.2670 1.4425
N -0.7618 -2.4372 -0.7166
C 1.1619 1.5173 -0.7554
C 0.4809 -2.4844 1.3062
C 3.0765 2.8714 -1.4927
C 4.7631 1.7267 0.3979
C -4.0694 1.3426 1.6044
C -1.0322 -0.1654 -2.7867
C -4.8691 0.3620 2.1985
C -1.3186 0.0524 -4.2513
C -4.4882 -0.9861 2.1501
C 4.3982 3.2748 -1.4206
C 5.2366 2.6996 -0.4743
C 3.4421 1.3222 0.3165
C 2.5945 1.8934 -0.6278
C -3.3061 -1.3551 1.5040
C -2.9221 0.9180 0.9667
C -2.5248 -0.3984 0.8773
H 1.5405 -4.0903 1.9640
H -1.6765 -2.8869 -0.6151
H 5.4209 1.2917 1.1368
H -2.0709 0.8266 -4.3659
H 2.4051 3.3117 -2.2171
H 0.4238 -4.0272 -0.0833
H 4.7729 4.0328 -2.0936
H 3.0709 0.5702 0.9974
H 1.5052 -2.6838 3.0142
H -0.4236 -2.4792 -1.6802
```

Summary:
ΔE to the lowest compared entry with this formula, charge and spin ... 0.00 kcal per mole
LUMO energy ... -5.206 eV
Net charge ... +1
HOMO level ... -10.9 eV
Kohn-Sham gap ... 5.727 eV

Entry 2:
# C4H7N2

The ion C4H7N2 with charge +1 (ωB97M-V with the def2-TZVPD basis set, OMol25).

```
13
C4H7N2 ωB97M-V with the def2-TZVPD basis set
N -1.0250 0.4046 -0.1922
N -0.4033 -0.2497 1.7645
C 0.6736 -0.4073 0.8979
C 1.0494 0.0247 -1.6226
C -1.4387 0.1621 1.0532
C 0.2739 -0.0726 -0.3552
H 0.4704 -0.3404 -2.4683
H -2.4111 0.5037 1.3647
H 1.2700 1.0651 -1.8656
H -1.7245 0.7716 -0.8284
H 1.6964 -0.5470 1.1868
H 1.9282 -0.6121 -1.6002
H -0.3592 -0.7027 2.6653
```

Summary:
ΔE to the lowest compared entry with this formula, charge and spin ... 8.14 kcal per mole
LUMO energy ... -3.511 eV
Net charge ... +1
HOMO level ... -14.4 eV
Kohn-Sham gap ... 10.910 eV

Entry 3:
# C17H15Br2Cl3GeN6O2SeV

A structure of composition C17H15Br2Cl3GeN6O2SeV (ωB97M-V with the def2-TZVPD basis set, OMol25).

```
48
C17H15Br2Cl3GeN6O2SeV ωB97M-V with the def2-TZVPD basis set
Br 2.9767 1.3431 6.0424
Br 1.4758 0.2362 3.4802
Se 0.8983 -3.7731 -5.3665
Ge -0.7456 3.8690 1.6461
V 0.8030 0.7787 0.5976
Cl -2.6133 4.7862 0.8070
Cl -1.2741 3.9104 3.8550
Cl 2.3985 2.4803 0.9848
O -0.4218 -2.1397 0.8673
O -1.1174 2.8702 -1.3785
N 2.1315 -0.7343 -0.1210
N -0.8384 1.8833 1.2367
N 1.8576 -3.6433 -3.8790
N -0.4892 -0.7301 0.8898
N 0.2944 1.0222 -1.4154
N 0.1196 -2.0713 -5.0770
C 1.7467 1.8940 4.6977
C 0.6611 -1.5539 -3.9967
C 0.2187 -0.3881 -3.4196
C -1.1164 1.5669 -3.3398
C -1.8789 1.1024 1.4600
C -0.7448 0.4728 -4.0329
C 1.5125 -2.4815 -3.2564
C -3.1982 1.5373 1.9632
C -2.6616 -1.3907 1.7703
C 2.8684 -1.6449 0.5586
C 2.0412 -2.2515 -1.9814
C 1.6603 -1.0095 -1.3691
C -1.6781 -0.3653 1.2848
C 2.7773 -3.1864 -1.2850
C -0.6431 1.7884 -2.0310
C 3.1458 -2.9319 0.0195
C 0.7182 -0.1263 -2.0852
H -1.9100 3.2272 -1.8268
H 3.6055 -3.7186 0.6873
H 2.1406 2.7662 4.1409
H -2.1674 -2.1668 2.3657
H -2.9765 -2.0812 0.8967
H -3.1959 2.6381 2.1170
H -3.5175 1.0331 2.9154
H -3.4799 -0.9653 2.2959
H -3.9767 1.2522 1.2026
H -1.6607 2.4425 -3.7742
H 3.1347 -1.4235 1.5849
H -1.1295 0.2449 -4.9807
H 0.7522 2.1636 5.1824
H 0.4930 -2.4462 0.8900
H 3.0031 -4.0859 -1.8240
```

Summary:
ΔE to the lowest compared entry with this formula, charge and spin ... 12.91 kcal per mole
Multiplicity ... 4
LUMO energy (spin up / spin down) ... -7.957 / -8.825 eV
Net charge ... +2
HOMO level (spin up / spin down) ... -14.4 / -14.4 eV
Kohn-Sham gap (spin up / spin down) ... 6.483 / 5.623 eV

Entry 4:
# C3H6OSe

A cluster of 3 separate species, C3H6OSe in total (ωB97M-V with the def2-TZVPD basis set, OMol25).

```
11
C3H6OSe ωB97M-V with the def2-TZVPD basis set
Se 1.6749 0.4825 1.1306
O -0.5258 -0.9728 0.9081
C 0.6425 -1.0251 1.3452
C 0.0369 1.3417 0.2545
C -1.0476 0.2474 0.2037
H 1.5372 -2.2527 -2.1510
H 0.3254 1.6762 -0.8215
H -1.0933 -0.0062 -0.8175
H -0.3888 2.2480 0.8542
H 0.9048 -2.1296 -1.5645
H -2.0661 0.3906 0.6583
```

Summary:
ΔE to the lowest compared entry with this formula, charge and spin ... 70.53 kcal per mole
LUMO energy ... 0.616 eV
Net charge ... 0
HOMO level ... -8.3 eV
Kohn-Sham gap ... 8.914 eV

Entry 5:
# C22H32N2O5S

An isolated molecule of C22H32N2O5S (ωB97M-V with the def2-TZVPD basis set, OMol25).

```
62
C22H32N2O5S ωB97M-V with the def2-TZVPD basis set
S 2.0163 0.5140 0.1152
O 1.0647 -4.5748 0.0749
O 3.0872 -5.0716 -1.4502
O 0.7363 0.5515 0.7846
O -2.0908 4.6646 -1.4774
O 3.1352 1.0407 0.8377
N -1.6703 3.3865 0.3361
N 1.9959 1.2788 -1.3820
C 0.8450 0.9550 -2.1976
C -0.0366 -4.3705 0.9296
C 4.1832 -5.4266 -2.2599
C 1.7932 -3.4967 -0.2993
C -1.4257 3.8179 -0.9165
C 2.2575 2.7037 -1.3180
C 2.9057 -3.7671 -1.1371
C -2.3246 -1.2346 2.3533
C -3.0619 0.3610 0.5804
C 3.4355 -1.4156 -1.1867
C -0.4285 1.6589 -1.7261
C 1.0606 3.4551 -0.7401
C -1.7982 0.0095 3.0591
C -3.2468 1.3120 1.4865
C 1.5310 -2.1887 0.0705
C -0.2006 3.1677 -1.5645
C 2.3515 -1.1659 -0.3794
C -3.8793 2.6287 1.1240
C -2.8152 1.1388 2.9168
C -2.8401 3.7638 1.0906
C -2.4029 -0.9556 0.8560
C 3.7109 -2.7224 -1.5673
H 3.1356 2.8321 -0.6844
H -1.6737 -2.0903 2.5457
H 0.7172 -0.1299 -2.1584
H 4.1186 -4.9644 -3.2501
H -1.6144 -0.1956 4.1156
H 5.1341 -5.1545 -1.7914
H -0.7201 1.2217 -0.7721
H 4.0545 -0.5959 -1.5102
H 4.1294 -6.5089 -2.3638
H -4.3403 2.5501 0.1383
H 0.2729 -3.9285 1.8816
H -0.8538 0.3033 2.5956
H -4.6533 2.8893 1.8491
H -2.9436 -1.7548 0.3404
H 2.4874 3.0480 -2.3311
H -1.3898 -0.9185 0.4400
H 1.2591 4.5280 -0.7327
H -3.3198 -1.4770 2.7339
H -1.1396 2.6107 0.7042
H -2.3918 2.0718 3.2946
H 0.7062 -1.9265 0.7116
H -0.7953 -3.7349 0.4631
H -0.4537 -5.3600 1.1086
H -2.5315 4.0284 2.1065
H -1.2306 1.4830 -2.4454
H 4.5616 -2.9151 -2.2000
H -3.6998 0.9191 3.5256
H 0.9275 3.1215 0.2904
H -0.0840 3.6205 -2.5555
H -3.2653 4.6456 0.6073
H 1.0844 1.2404 -3.2273
H -3.3763 0.5232 -0.4428
```

Summary:
ΔE to the lowest compared entry with this formula, charge and spin ... 47.64 kcal per mole
LUMO energy ... 0.573 eV
Net charge ... 0
HOMO level ... -8.6 eV
Kohn-Sham gap ... 9.216 eV

Entry 6:
# C40H58N2O24

A cluster of 10 separate species, C40H58N2O24 in total (ωB97M-V with the def2-TZVPD basis set, OMol25).

```
124
C40H58N2O24 ωB97M-V with the def2-TZVPD basis set
O -3.7194 -6.3746 9.2031
O -2.4341 -5.2432 10.5741
O 0.5015 4.4847 -3.6616
O -6.6254 1.4388 -3.1299
O 6.6307 -0.7870 0.6585
O 3.3797 0.0044 -7.3617
O 1.6045 -7.4044 5.1258
O -2.7406 10.5299 0.3431
O 5.1500 -0.7801 -8.3953
O -7.5305 3.4166 -3.6751
O 0.0992 6.6949 -3.8035
O -1.8100 -3.2074 -5.5156
O -1.3429 5.2563 -4.7949
O 4.2743 1.1481 -9.1259
O 7.8220 -2.6304 1.3713
O 2.9828 -5.7241 5.4638
O -2.9450 -5.0837 -6.1030
O -4.8639 9.8507 0.2508
O -2.2218 -5.0402 8.2341
O -7.2664 2.0006 -5.2750
O 1.9378 -5.9263 3.5068
O -3.2147 8.3751 -0.1620
O 7.7393 -2.2001 -0.7385
O -3.2046 -4.0766 -4.1030
N 3.5939 6.4000 2.7302
N 0.6721 -0.5003 1.0483
C 4.9587 -1.6997 -7.3553
C -1.4532 -0.0829 1.5264
C -4.0508 -6.8219 10.5110
C -7.7999 3.1047 -5.9263
C -0.2886 5.4684 -4.2007
C -0.3274 -0.6792 2.0407
C 6.2599 -1.8405 -6.5190
C 7.1143 -5.0302 1.2029
C -1.1572 0.6134 0.3536
C 2.5825 -9.0540 6.6058
C 1.2982 6.5014 -3.0177
C -8.2971 4.0125 -4.7094
C 2.0540 4.8895 2.8953
C 1.9995 -7.6079 6.4247
C -4.4077 7.6868 -0.4730
C -2.1874 -1.0193 -4.8095
C 2.8201 4.4616 -3.3473
C 4.1727 0.1627 -8.4107
C 8.1501 -3.9189 0.7758
C 1.4871 5.0282 -2.8465
C -7.9663 5.4730 -4.8229
C 7.3868 -1.7623 0.4635
C 3.4249 5.0682 2.7575
C 2.2064 -6.3215 4.6207
C -7.0608 2.2282 -3.9997
C 2.9983 -6.4470 6.6981
C -5.5560 8.7047 -0.1111
C -1.6799 -2.3898 -4.4070
C -3.5399 9.6002 0.2658
C -3.1757 -6.0134 11.4404
C 1.3535 6.0753 2.7802
C 2.3813 7.0560 2.7059
C -3.9092 -8.3263 10.5074
C 8.0050 -3.5698 -0.7458
C -2.5578 -3.0647 -3.4455
C 3.7308 -1.1905 -6.6390
C -2.6778 -4.2480 -5.2915
C -2.7184 -5.4869 9.2473
C 0.1321 0.2795 0.0398
C -4.4556 6.3350 0.1524
H -2.4496 -0.0534 1.9419
H 0.2839 6.2019 2.8611
H 6.1586 -4.5816 0.9316
H 7.3863 -5.9155 0.6281
H 3.0678 -2.0550 -6.6049
H -8.6514 6.0671 -5.4276
H 2.9248 -9.2840 7.6148
H -6.1202 8.2044 0.6760
H -1.8164 1.1563 -0.3076
H 2.1030 6.9458 -3.6033
H 3.9898 -0.9740 -5.6026
H -7.0890 3.5665 -6.6114
H 0.7632 0.6218 -0.7670
H 4.4373 6.9270 2.5540
H -1.9258 -3.5297 -2.6890
H 4.0054 -6.8234 6.8778
H -5.3101 5.7301 -0.1510
H 1.8424 -9.8201 6.3745
H 2.9276 4.6375 -4.4177
H -0.1270 -1.2353 2.9446
H -3.8369 -8.6961 11.5302
H 6.2247 -2.4719 -5.6312
H 3.4081 -9.2747 5.9292
H -3.2215 -2.3614 -2.9426
H -9.3259 3.9054 -4.3656
H 4.6624 -2.6341 -7.8320
H -3.7330 -5.3378 12.0893
H 2.4536 8.1323 2.6536
H 1.1486 -7.5372 7.1023
H -7.9957 5.9492 -3.8429
H -6.9423 5.6735 -5.1382
H 4.2866 4.4172 2.7502
H 1.2617 4.8484 -1.7954
H -8.6514 2.8716 -6.5657
H -5.1003 -6.5941 10.6974
H -2.6135 -6.7338 12.0346
H 3.7068 4.9130 -2.9022
H 8.9570 -3.6838 -1.2643
H -4.4828 6.4258 1.2383
H 1.6443 -0.7674 1.1070
H -4.6937 -8.9228 10.0417
H -6.1382 8.8173 -1.0257
H 7.1811 -5.2244 2.2734
H 6.5959 -0.8465 -6.2235
H 7.1016 -2.1588 -7.1340
H 9.1045 -4.2750 1.1637
H -3.2053 -1.0969 -5.1914
H 1.1627 7.0824 -2.1055
H -1.6703 -0.5607 -5.6524
H 7.1945 -4.0724 -1.2736
H -2.1246 -0.2965 -3.9960
H 2.9731 3.3894 -3.2249
H -4.5026 7.5944 -1.5549
H -2.9676 -8.5660 10.0134
H -0.6373 -2.5355 -4.1244
H -3.5003 5.8429 -0.0304
H 1.5261 3.9477 2.9207
H 2.6314 -5.7450 7.4469
```

Summary:
LUMO energy ... 0.180 eV
Net charge ... 0
HOMO level ... -8.0 eV
Kohn-Sham gap ... 8.172 eV

Entry 7:
# C7H17N4O

The ion C7H17N4O with charge +1 (ωB97M-V with the def2-TZVPD basis set, OMol25).

```
29
C7H17N4O ωB97M-V with the def2-TZVPD basis set
O -3.2276 -0.8284 -0.2842
N 0.4603 0.2532 -0.0726
N 1.0149 1.4672 -0.5678
N -2.5774 -2.6268 0.9745
N -1.2776 1.7676 0.5107
C 2.3958 -0.9117 1.0048
C -2.6982 1.5782 -0.0196
C -2.7062 0.3686 -0.9486
C 1.3027 -0.9517 -0.0875
C 2.0543 -1.1276 -1.3538
C -2.4519 -1.4956 0.5257
C -0.5481 0.4889 0.8658
H 2.7658 -0.3606 -1.3101
H -0.1504 0.6340 1.9394
H 3.1586 -0.1564 0.9363
H 1.3464 1.2313 -1.5185
H 0.4192 -1.6560 0.2024
H 1.5031 -1.0595 -2.4081
H 3.0103 -1.7845 0.9976
H -2.6742 -3.1350 1.8164
H -3.0454 2.3727 -0.5693
H -1.6227 0.1576 -1.1922
H 1.8650 1.8485 -0.0719
H -3.3243 1.5424 0.8592
H 1.8027 -0.8560 1.9165
H 2.4414 -2.0609 -1.4407
H -3.3389 0.5598 -1.8325
H -1.2977 2.5224 1.1935
H -0.6721 1.9603 -0.3644
```

Summary:
ΔE to the lowest compared entry with this formula, charge and spin ... 170.74 kcal per mole
LUMO energy (spin up / spin down) ... -4.077 / -3.440 eV
Net charge ... +1
HOMO level (spin up / spin down) ... -10.9 / -11.6 eV
Kohn-Sham gap (spin up / spin down) ... 6.869 / 8.202 eV

Entry 8:
# C9H28CdNO6

A structure of composition C9H28CdNO6 (ωB97M-V with the def2-TZVPD basis set, OMol25).

```
45
C9H28CdNO6 ωB97M-V with the def2-TZVPD basis set
Cd 1.8043 -4.0578 0.6230
O 2.6110 -7.2910 2.4147
O 0.1032 0.7295 -0.7263
O 0.4943 -3.3129 4.1050
O -1.6341 -5.4869 -0.1387
O 2.9067 -5.8896 -2.5371
O 5.5590 -3.3228 1.4023
N -0.4789 2.0449 -1.0685
C -2.0232 1.9548 -1.0622
C -2.4500 0.8804 -2.1121
C -2.6039 1.6069 0.3115
C -1.9401 4.5271 -0.8726
C -2.5360 3.2527 -1.6104
C -0.0016 3.1414 1.3047
C 1.6472 3.2241 -0.4853
C 0.1790 3.1501 -0.2660
C -0.3963 4.4516 -0.8781
H -2.5056 4.6719 0.0480
H -2.5625 2.4037 1.0540
H -3.5336 0.7742 -2.0609
H 1.9811 4.2507 -0.3350
H -2.3422 3.3530 -2.6783
H -2.3628 -5.7714 0.4129
H 2.1149 -8.0792 2.6358
H 0.8128 3.6107 1.8566
H -3.6584 1.3801 0.1543
H -2.1602 5.3670 -1.5315
H -0.0616 4.5781 -1.9077
H 6.0044 -3.8656 2.0529
H 0.8321 -3.3022 5.0006
H -2.0613 -0.1118 -1.8831
H -0.1203 5.3378 -0.3067
H -1.9005 -5.7210 -1.0278
H 6.1258 -2.5584 1.2988
H -0.9134 3.6490 1.6194
H 2.2665 -6.1534 -3.1980
H 1.7931 2.9418 -1.5280
H -3.6169 3.3028 -1.4789
H -0.3836 -2.9379 4.1752
H 3.7391 -5.8576 -3.0087
H 3.4455 -7.3965 2.8715
H 2.2474 2.5971 0.1741
H -2.1880 0.6418 0.6010
H -0.1037 2.1310 1.7005
H -2.1289 1.1617 -3.1151
```

Summary:
ΔE to the lowest compared entry with this formula, charge and spin ... 124.27 kcal per mole
LUMO energy ... -7.177 eV
Net charge ... +1
HOMO level ... -9.6 eV
Kohn-Sham gap ... 2.454 eV

no.,F_max (eV Å⁻¹)
1,0.95
2,1.45
3,4.85
4,3.21
5,1.08
6,5.08
7,5.06
8,9.24